{
  "formula": "C6H14O",
  "method": "ωB97M-V with the def2-TZVPD basis set",
  "species": ["C", "C", "C", "C", "C", "C", "O", "H", "H", "H", "H", "H", "H", "H", "H", "H", "H", "H", "H", "H", "H"],
  "coordinates": [[-1.533, -0.745, -1.080], [-1.083, -0.326, 0.323], [-2.201, 0.447, 1.025], [0.200, 0.519, 0.323], [1.420, -0.153, -0.287], [2.736, 0.554, -0.042], [1.511, -1.525, 0.080], [-2.489, -1.280, -1.035], [-0.814, -1.414, -1.568], [-1.675, 0.131, -1.727], [-0.873, -1.240, 0.895], [-3.124, -0.141, 1.071], [-2.426, 1.378, 0.488], [-1.918, 0.713, 2.050], [0.415, 0.833, 1.353], [0.049, 1.431, -0.272], [1.273, -0.171, -1.382], [2.966, 0.670, 1.022], [2.687, 1.540, -0.511], [3.544, -0.024, -0.505], [1.405, -1.842, -0.815]],
  "e_tot_ha": -312.23792,
  "total_charge": 0,
  "homo_energy_ev": -10.214,
  "multiplicity": 1
}